[1]
Computed, not measured: C28H41CoF5N5S as an isolated structure, with ωB97M-V/def2-TZVPD.

Calculated values
- Spin multiplicity: 4
- Net charge: -1
- Orbital gap (alpha / beta): 4.160 / 5.223 eV
- E_HOMO (alpha / beta): -1.7831 / -2.8485 eV
- Maximum force: 0.15 eV Å⁻¹

Element x y z (Å)
Co: 0.213 1.014 -0.094
C: 0.468 4.473 0.779
C: -0.457 4.096 -0.398
N: -1.096 2.785 -0.322
C: -1.966 2.551 -1.476
C: -2.178 1.063 -1.762
N: -0.938 0.295 -1.795
C: -0.242 0.145 -3.070
C: 0.529 1.383 -3.541
C: 1.899 1.664 -2.912
N: 1.936 1.585 -1.457
C: 2.792 2.558 -0.795
C: 2.795 2.340 0.722
N: 1.463 2.204 1.292
C: 0.837 3.409 1.813
H: 0.006 5.286 1.346
H: 1.388 4.898 0.368
H: 0.129 4.085 -1.323
H: -1.206 4.893 -0.522
H: -1.626 2.681 0.540
H: -1.495 3.030 -2.334
H: -2.948 3.031 -1.358
H: -2.750 0.968 -2.698
H: -2.791 0.643 -0.962
H: -1.098 -0.629 -1.410
H: -0.950 -0.133 -3.867
H: 0.446 -0.698 -2.949
H: -0.105 2.262 -3.425
H: 0.693 1.276 -4.618
H: 2.192 2.678 -3.200
H: 2.649 0.994 -3.357
H: 2.191 0.646 -1.165
H: 2.408 3.553 -1.037
H: 3.835 2.521 -1.150
H: 3.363 3.158 1.190
H: 3.338 1.416 0.931
H: 1.434 1.477 2.006
H: 1.489 3.907 2.550
H: -0.053 3.085 2.348
F: -5.364 -1.118 2.878
C: -4.139 -0.749 3.469
C: -3.477 0.369 2.929
F: -4.203 1.495 2.623
C: -2.120 0.416 2.847
F: -1.555 1.611 2.471
C: -1.274 -0.657 3.194
S: 0.378 -0.771 2.576
C: -1.951 -1.743 3.791
F: -1.214 -2.760 4.312
C: -3.305 -1.792 3.920
F: -3.874 -2.841 4.592
C: -2.437 -3.691 1.208
C: -2.073 -2.520 0.289
C: -3.150 -2.373 -0.789
C: -0.679 -2.733 -0.268
C: -0.473 -3.774 -1.172
C: 0.787 -4.088 -1.648
C: 1.876 -3.360 -1.191
C: 1.713 -2.308 -0.301
C: 2.918 -1.564 0.231
C: 3.456 -2.247 1.491
C: 4.039 -1.381 -0.793
C: 0.418 -1.944 0.157
N: 0.252 -0.755 0.887
H: -3.417 -3.537 1.661
H: -1.705 -3.803 2.008
H: -2.461 -4.624 0.636
H: -2.054 -1.604 0.882
H: -3.283 -3.301 -1.352
H: -2.917 -1.584 -1.508
H: -4.106 -2.129 -0.320
H: -1.324 -4.364 -1.496
H: 0.924 -4.903 -2.349
H: 2.870 -3.620 -1.539
H: 2.541 -0.583 0.533
H: 3.812 -3.254 1.254
H: 2.675 -2.331 2.246
H: 4.291 -1.682 1.916
H: 4.545 -2.324 -1.012
H: 4.796 -0.692 -0.408
H: 3.666 -0.984 -1.742

=====

[2]
Computed, not measured: C4H34BO25 as an isolated structure at a distorted geometry, with ωB97M-V/def2-TZVPD.

Calculated values
- Net charge: -1
- Orbital gap: 8.780 eV
- E_HOMO: -7.2366 eV
- Maximum force: 16.51 eV Å⁻¹

Element x y z (Å)
O: -1.895 -1.464 -2.185
C: -1.145 -1.279 -1.315
O: -0.846 -0.158 -0.898
B: 0.112 -0.224 0.165
O: 0.591 -1.608 0.009
C: -0.212 -2.191 -0.770
O: 0.027 -3.306 -1.132
O: -0.398 0.007 1.425
C: 0.199 1.071 1.855
O: -0.007 1.677 2.917
C: 1.207 1.471 0.982
O: 1.239 0.680 -0.050
O: 2.185 2.215 1.164
O: -0.049 2.697 -0.888
H: 0.347 3.635 -0.434
H: -0.663 2.697 -0.231
O: 4.834 2.161 0.074
H: 4.005 2.142 0.310
H: 4.919 2.008 -0.855
O: -3.599 -3.662 -2.956
H: -2.727 -3.203 -2.992
H: -3.416 -4.563 -2.250
O: -3.803 -0.089 -1.851
H: -3.369 0.631 -2.233
H: -3.498 -0.375 -0.958
O: 2.643 -0.146 -2.593
H: 2.052 0.644 -2.632
H: 1.985 -0.861 -2.841
O: -1.977 3.345 3.318
H: -1.996 4.333 2.899
H: -1.142 2.945 2.956
O: 3.139 3.267 3.681
H: 2.712 3.795 2.984
H: 2.808 3.528 4.512
O: 0.431 -1.127 4.412
H: 0.983 -0.461 4.136
H: 0.474 -1.318 5.176
O: 0.823 1.117 -3.036
H: 0.509 1.651 -2.307
H: 0.115 1.095 -3.696
O: -0.244 -5.831 -2.236
H: -0.257 -4.999 -1.958
H: -1.153 -6.015 -1.840
O: -2.142 2.303 0.941
H: -2.091 2.413 1.892
H: -2.729 1.549 0.837
O: 2.708 0.482 3.649
H: 3.424 0.112 3.068
H: 2.870 1.428 3.581
O: -2.480 -1.506 -4.674
H: -1.837 -0.709 -4.868
H: -2.590 -1.387 -3.715
O: -3.570 0.094 0.421
H: -4.399 -0.106 0.756
H: -3.000 -0.575 0.814
O: 0.359 2.673 5.476
H: 1.046 3.324 5.621
H: 0.542 2.330 4.584
O: 2.944 -3.892 -0.241
H: 2.073 -3.654 -0.461
H: 3.383 -4.317 -0.960
O: 0.023 -2.261 -4.468
H: -0.920 -2.192 -4.720
H: 0.445 -2.043 -5.374

=====

[3]
Computed, not measured: C48H42BrGeIrN4O2S2Se as an isolated structure at a distorted geometry, with ωB97M-V/def2-TZVPD.

Calculated values
- Spin multiplicity: 2
- Net charge: -1
- Orbital gap (alpha / beta): 5.945 / 6.622 eV
- E_HOMO (alpha / beta): -3.6717 / -4.7051 eV
- Maximum force: 3.91 eV Å⁻¹

Element x y z (Å)
Ir: 0.260 -1.477 -0.093
C: 0.035 -4.777 -1.118
N: -0.181 -4.033 0.120
C: -1.555 -4.163 0.591
C: -2.498 -3.208 -0.145
N: -2.280 -1.797 0.187
C: -2.896 -0.942 -0.827
C: -2.765 -1.488 1.507
C: -4.104 -1.187 1.725
C: -4.574 -0.853 2.983
C: -3.696 -0.827 4.054
C: -2.365 -1.131 3.858
C: -1.875 -1.459 2.591
S: -0.177 -1.824 2.444
C: 0.831 -4.442 1.052
C: 0.633 -5.442 1.990
C: 1.677 -5.886 2.786
C: 2.937 -5.328 2.657
C: 3.146 -4.316 1.745
C: 2.108 -3.862 0.938
S: 2.451 -2.614 -0.227
H: -0.144 -5.854 -0.966
H: 1.062 -4.633 -1.445
H: -0.617 -4.400 -1.901
H: -1.582 -3.938 1.659
H: -1.936 -5.186 0.437
H: -3.535 -3.498 0.093
H: -2.349 -3.305 -1.221
H: -2.321 -1.027 -1.746
H: -3.933 -1.228 -1.046
H: -2.876 0.095 -0.490
H: -4.798 -1.200 0.897
H: -5.617 -0.609 3.123
H: -4.050 -0.564 5.041
H: -1.671 -1.103 4.684
H: -0.343 -5.895 2.104
H: 1.498 -6.679 3.498
H: 3.752 -5.687 3.266
H: 4.112 -3.850 1.643
Br: 2.629 0.395 -4.379
C: 1.142 -0.471 -5.179
C: 1.000 -0.345 -6.554
C: -0.055 -0.961 -7.199
C: -0.963 -1.713 -6.474
C: -0.817 -1.829 -5.106
C: 0.230 -1.209 -4.432
C: 0.283 -1.300 -2.931
O: 1.047 -0.555 -2.293
O: -0.500 -2.104 -2.365
H: 1.714 0.245 -7.111
H: -0.161 -0.856 -8.269
H: -1.786 -2.197 -6.977
H: -1.521 -2.402 -4.526
C: 0.868 0.642 0.568
Ge: 0.008 2.352 0.032
C: -1.256 2.216 -1.502
C: -2.570 2.649 -1.391
C: -3.419 2.639 -2.483
C: -2.964 2.193 -3.711
C: -1.653 1.768 -3.840
C: -0.811 1.779 -2.743
C: 1.362 3.700 -0.545
C: 1.446 4.082 -1.878
C: 2.449 4.932 -2.310
C: 3.380 5.414 -1.408
C: 3.294 5.056 -0.074
C: 2.295 4.202 0.356
C: -1.134 3.042 1.493
C: -2.039 2.196 2.122
C: -2.929 2.686 3.060
C: -2.912 4.030 3.390
C: -1.999 4.878 2.786
C: -1.119 4.384 1.841
H: 1.911 0.697 0.227
H: -2.930 3.009 -0.435
H: -4.441 2.979 -2.379
H: -3.622 2.190 -4.570
H: -1.292 1.426 -4.801
H: 0.210 1.446 -2.833
H: 0.722 3.702 -2.586
H: 2.514 5.204 -3.355
H: 4.175 6.065 -1.744
H: 4.029 5.431 0.628
H: 2.243 3.893 1.393
H: -2.055 1.141 1.872
H: -3.639 2.018 3.527
H: -3.614 4.420 4.114
H: -1.979 5.927 3.050
H: -0.404 5.041 1.365
Se: 1.063 0.708 2.494
N: 2.449 -0.393 2.729
C: 3.533 0.353 2.942
C: 4.819 -0.157 3.167
C: 5.868 0.712 3.361
C: 5.678 2.100 3.333
C: 4.428 2.641 3.131
C: 3.329 1.789 2.937
N: 2.076 2.192 2.723
H: 4.966 -1.226 3.172
H: 6.857 0.311 3.544
H: 6.534 2.747 3.481
H: 4.270 3.710 3.104

=====

[4]
Computed, not measured: a 5-piece molecular cluster, C35H71BN6O4 overall at a distorted geometry, with ωB97M-V/def2-TZVPD.

Calculated values
- Net charge: 0
- Orbital gap: 7.878 eV
- E_HOMO: -8.1865 eV
- Maximum force: 2.08 eV Å⁻¹
- SMILES string: CC(C)=Nc1ccc2c(c1B(O)O)C(=O)NC2=O.CCN(CC)CC.CCN(CC)CC.CCN(CC)CC.CCN(CC)CC

Element x y z (Å)
C: 4.430 -3.444 -5.462
C: 3.103 -3.723 -6.115
C: 2.957 -5.000 -6.911
N: 2.196 -2.832 -6.027
C: 0.867 -3.009 -5.706
C: 0.391 -4.163 -5.048
C: -0.934 -4.292 -4.679
C: -1.790 -3.244 -4.964
C: -1.336 -2.105 -5.616
C: -0.015 -1.946 -5.999
B: 0.492 -0.617 -6.693
O: 0.921 -0.604 -7.984
O: 0.499 0.562 -5.983
C: -2.492 -1.180 -5.774
O: -2.558 -0.156 -6.393
N: -3.603 -1.763 -5.074
C: -3.229 -3.085 -4.668
O: -3.997 -3.897 -4.232
H: 5.081 -4.314 -5.483
H: 4.934 -2.631 -5.990
H: 4.239 -3.142 -4.435
H: 2.550 -4.737 -7.887
H: 2.279 -5.717 -6.453
H: 3.931 -5.453 -7.072
H: 1.072 -4.970 -4.814
H: -1.301 -5.170 -4.165
H: 1.335 0.250 -8.159
H: 0.482 0.388 -5.038
H: -3.894 -1.161 -4.311
C: -2.200 1.434 -3.059
C: -3.300 2.231 -2.380
N: -4.075 1.439 -1.441
C: -5.283 2.109 -0.988
C: -5.136 3.391 -0.158
C: -3.309 0.755 -0.414
C: -2.430 1.603 0.516
H: -2.614 0.557 -3.558
H: -1.711 2.047 -3.817
H: -1.430 1.106 -2.359
H: -3.985 2.594 -3.150
H: -2.853 3.126 -1.918
H: -5.882 1.388 -0.425
H: -5.875 2.344 -1.877
H: -4.827 3.183 0.866
H: -6.099 3.901 -0.103
H: -4.422 4.087 -0.599
H: -2.670 0.017 -0.905
H: -4.004 0.163 0.186
H: -1.877 2.370 -0.029
H: -1.696 0.964 1.013
H: -3.010 2.090 1.299
C: -2.371 0.249 6.017
C: -1.901 1.227 4.952
N: -1.274 2.416 5.500
C: -1.065 3.458 4.512
C: -0.094 3.179 3.358
C: -0.168 2.182 6.413
C: 1.039 1.385 5.898
H: -3.047 0.736 6.721
H: -2.907 -0.576 5.546
H: -1.540 -0.181 6.577
H: -2.772 1.552 4.376
H: -1.248 0.690 4.245
H: -0.747 4.366 5.033
H: -2.042 3.702 4.083
H: 0.947 3.229 3.678
H: -0.224 3.937 2.581
H: -0.270 2.208 2.895
H: -0.562 1.670 7.294
H: 0.172 3.152 6.784
H: 0.737 0.512 5.317
H: 1.629 1.025 6.744
H: 1.702 1.992 5.282
C: 4.914 8.472 5.281
C: 3.727 8.344 4.339
N: 3.534 6.994 3.840
C: 2.578 6.916 2.750
C: 1.117 7.280 3.040
C: 3.418 5.958 4.853
C: 2.293 6.079 5.891
H: 5.829 8.116 4.805
H: 5.056 9.519 5.552
H: 4.768 7.916 6.208
H: 3.903 8.990 3.475
H: 2.832 8.741 4.845
H: 2.617 5.904 2.336
H: 2.939 7.568 1.949
H: 0.610 6.493 3.598
H: 0.577 7.404 2.099
H: 1.020 8.214 3.593
H: 4.369 5.902 5.387
H: 3.331 4.996 4.339
H: 2.193 7.096 6.272
H: 2.510 5.430 6.743
H: 1.328 5.768 5.491
C: 2.747 -8.511 -1.293
C: 1.935 -7.372 -0.696
N: 0.842 -6.938 -1.548
C: 0.233 -5.694 -1.112
C: -0.494 -5.667 0.238
C: -0.082 -7.982 -1.963
C: -0.811 -8.778 -0.872
H: 3.128 -8.243 -2.279
H: 3.599 -8.731 -0.648
H: 2.166 -9.429 -1.385
H: 2.599 -6.515 -0.553
H: 1.596 -7.670 0.309
H: -0.458 -5.360 -1.890
H: 1.023 -4.936 -1.085
H: -1.463 -6.162 0.191
H: -0.679 -4.632 0.531
H: 0.093 -6.131 1.032
H: 0.468 -8.688 -2.589
H: -0.819 -7.532 -2.634
H: -0.144 -9.059 -0.056
H: -1.212 -9.700 -1.298
H: -1.651 -8.228 -0.453

=====

Question: What is the net charge in the third record?
Answer: -1